Entry from the OMol25 dataset: a molecular structure, C42H30ClN6O6Ti at a distorted geometry (ωB97M-V/def2-TZVPD).

Cartesian coordinates (Å):
Ti -1.0828 -0.4928 0.0902
C -1.1825 -3.9115 3.0569
O -2.2646 -2.9777 3.2926
C -1.9883 -1.8941 2.5557
N -0.9528 -1.9565 1.7699
C -0.3718 -3.2982 1.8994
C 1.1159 -3.2632 2.1545
C 1.6247 -2.5421 3.2328
C 2.9852 -2.5166 3.4839
C 3.8583 -3.2151 2.6572
C 3.3595 -3.9457 1.5918
C 1.9916 -3.9719 1.3475
C -2.7810 -0.7215 2.5970
C -3.9053 -0.5484 3.4152
C -4.5971 0.6299 3.3986
C -4.1231 1.6581 2.5433
C -3.0262 1.4299 1.7689
N -2.3110 0.2592 1.7356
C -2.4577 2.4355 0.8802
N -1.4478 2.1705 0.1500
C -1.0782 3.4213 -0.5386
C -2.2300 4.3793 -0.1670
O -2.9747 3.6676 0.8511
C 0.2804 3.9584 -0.1552
C 0.8157 3.7637 1.1116
C 2.0422 4.3188 1.4433
C 2.7516 5.0629 0.5117
C 2.2220 5.2614 -0.7562
C 0.9914 4.7137 -1.0830
H -1.6205 -4.8797 2.8231
H -0.6041 -3.9836 3.9802
H -0.5435 -3.8550 0.9720
H 0.9447 -2.0035 3.8840
H 3.3680 -1.9611 4.3300
H 4.9213 -3.2011 2.8550
H 4.0321 -4.5014 0.9532
H 1.5992 -4.5390 0.5121
H -4.2004 -1.3693 4.0551
H -5.4668 0.7809 4.0189
H -4.6126 2.6201 2.4989
H -1.0774 3.2401 -1.6181
H -2.9114 4.5728 -0.9949
H -1.8900 5.3195 0.2636
H 0.2678 3.1802 1.8409
H 2.4491 4.1719 2.4352
H 3.7062 5.4979 0.7743
H 2.7639 5.8471 -1.4865
H 0.5816 4.8692 -2.0749
O 3.9786 2.9170 -4.5444
N 2.7788 2.9168 -4.4171
O 1.9964 3.4492 -5.1768
C 2.2293 2.1421 -3.2462
C 3.0826 2.0408 -2.2078
C 2.6583 1.4208 -0.9822
C 3.5220 1.3168 0.1213
C 3.0682 0.7378 1.2742
C 1.7449 0.2834 1.3074
N 0.9247 0.3652 0.2775
C 1.3598 0.9213 -0.8804
C 0.4553 0.9992 -2.0292
N -0.8031 0.4915 -1.8878
C -1.6433 0.5390 -2.8959
C -1.2994 1.0901 -4.1353
C -0.0505 1.6194 -4.3036
C 0.8722 1.6086 -3.2262
H 4.0793 2.4532 -2.2843
H 4.5319 1.6977 0.0493
H 3.6929 0.6281 2.1479
H 1.3310 -0.1740 2.1967
H -2.6309 0.1269 -2.7194
H -2.0183 1.0875 -4.9415
H 0.2268 2.0442 -5.2474
Cl -2.1218 -6.8232 -3.4852
C -1.6077 -5.3566 -2.7177
C -0.2335 -5.0559 -2.6641
C 0.2226 -3.9125 -2.0627
C -0.6843 -3.0030 -1.4689
O -0.2325 -1.9320 -0.8833
C -2.0674 -3.3032 -1.5499
C -3.0614 -2.4000 -1.0532
O -2.8100 -1.3108 -0.5049
C -2.5137 -4.4915 -2.1771
H 0.4634 -5.7514 -3.1119
H 1.2782 -3.6839 -2.0185
H -4.1179 -2.6716 -1.1866
H -3.5726 -4.7079 -2.2257

Atomic forces in eV per Å
Ti 0.132 1.444 1.675
C -0.078 -0.033 0.205
O 0.018 0.056 -0.027
C 0.049 -0.171 0.049
N -0.042 0.127 -0.275
C 0.111 -0.007 -0.155
C -0.001 -0.015 0.142
C -0.072 -0.058 -0.011
C 0.046 0.020 -0.009
C 0.004 0.000 0.022
C -0.022 0.013 0.000
C -0.006 0.064 -0.102
C -0.079 0.353 -0.034
C 0.286 -0.350 0.002
C 0.053 0.353 -0.212
C -0.155 -0.128 0.232
C 0.366 0.015 -0.253
N -0.454 -0.478 -0.006
C -0.160 -0.038 0.282
N 0.253 -0.024 -0.096
C -0.142 -0.172 -0.215
C -0.168 0.110 0.103
O 0.041 -0.007 -0.038
C 0.068 -0.107 -0.073
C -0.067 -0.006 0.031
C 0.068 -0.024 0.036
C -0.009 0.016 -0.044
C 0.025 0.008 0.048
C -0.005 -0.079 -0.038
H 0.033 0.028 0.000
H -0.010 -0.022 -0.091
H -0.003 0.018 0.072
H -0.013 0.031 0.020
H 0.011 0.008 0.026
H 0.027 0.003 0.008
H 0.020 -0.020 -0.020
H 0.001 -0.039 -0.023
H -0.009 -0.009 0.003
H -0.022 0.014 0.013
H 0.018 0.020 -0.023
H -0.010 0.055 0.017
H 0.039 0.015 -0.007
H 0.000 -0.037 -0.044
H -0.020 -0.040 0.024
H -0.003 -0.011 0.029
H 0.025 0.006 0.014
H 0.013 0.019 -0.023
H -0.023 0.003 -0.041
O 0.168 0.191 0.066
N -0.351 -0.854 -0.004
O -0.196 0.087 0.230
C 0.055 0.329 -0.241
C -0.448 -0.173 0.196
C 0.155 0.176 -0.481
C -0.041 -0.028 0.082
C -0.153 0.011 -0.039
C -0.090 -0.048 0.031
N 0.034 -0.090 -0.431
C -0.092 0.007 -0.029
C -0.056 0.035 0.152
N 0.674 -0.025 -0.054
C -0.025 0.042 -0.006
C -0.042 -0.058 0.139
C 0.267 0.019 0.282
C 0.321 0.149 0.010
H -0.034 -0.002 -0.025
H 0.025 0.021 -0.043
H 0.020 -0.002 0.014
H 0.037 -0.001 -0.008
H 0.039 0.002 -0.005
H 0.007 0.014 -0.015
H 0.135 0.152 -0.195
Cl 0.002 0.051 0.027
C -0.011 0.021 0.002
C -0.012 -0.047 -0.016
C -0.182 -0.012 0.054
C 0.169 0.152 -0.033
O 0.068 -0.538 -0.381
C -0.444 -0.020 0.009
C 0.415 -0.075 -0.105
O -0.839 -0.406 -0.380
C 0.172 -0.021 -0.001
H 0.033 -0.006 -0.006
H 0.024 0.019 -0.010
H 0.107 -0.001 0.027
H -0.041 0.003 0.002

Properties
**Multiplicity**: 3
**<S²>**: 2.020
**E_tot**: -100901.3741 eV
**LUMO energy (alpha / beta)**: -3.49 / -3.48 eV
**Molar mass**: 798.058 g mol⁻¹
**Charge**: +1